The following is a DFT calculation (the ωB97M-V functional and the def2-TZVPD basis) of C21H29NO in the gas phase.

Results
**Largest force on an atom**: 0.44 eV/A
**SMILES string**: CC[C@H](C)c1ccccc1OCCCN(C)Cc1ccccc1
**E_tot**: -25785.170 eV
**E_HOMO**: -8.19 eV
**HOMO-LUMO gap**: 9.0 eV

Structure (ORCA input):
```
! RIJCOSX wB97M-V def2-TZVPD def2/J DEFGRID3
* xyz 0 1
O -0.767 1.088 -0.257
N 0.542 -1.851 -2.899
C 0.042 1.033 2.639
C -0.168 4.297 1.311
C -1.199 -0.960 -1.375
C -0.958 2.164 2.355
C 0.521 -3.869 -0.018
C -0.669 0.462 -1.518
C -0.509 2.964 1.154
C 0.534 -3.777 1.363
C 0.842 -1.765 -4.313
C 1.219 -2.747 1.984
C 1.193 -2.934 -0.793
C 0.273 5.073 0.252
C -0.887 -1.787 -2.624
C 1.897 -1.812 1.218
C 1.181 -3.012 -2.295
C -2.385 1.645 2.172
C -0.404 2.395 -0.128
C 0.386 4.502 -0.999
C -0.161 0.388 4.004
C 1.887 -1.908 -0.161
C 0.051 3.172 -1.188
H 0.694 -3.951 -2.616
H 0.528 6.111 0.407
H -0.952 2.841 3.218
H 0.454 -2.620 -4.890
H -1.258 1.010 -2.267
H 0.413 -0.849 -4.716
H -2.279 -0.937 -1.220
H -2.751 1.203 3.095
H -1.385 -1.315 -3.476
H 1.051 1.454 2.594
H -0.135 1.138 4.793
H -1.317 -2.794 -2.505
H 0.005 -4.510 1.955
H 2.409 -1.179 -0.762
H 2.217 -3.035 -2.649
H -0.041 0.276 1.860
H 0.734 5.085 -1.838
H -3.047 2.466 1.902
H -0.249 4.742 2.294
H 1.225 -2.675 3.061
H 2.436 -1.009 1.698
H 0.377 0.420 -1.847
H -0.741 -1.410 -0.496
H 0.152 2.745 -2.173
H 1.923 -1.723 -4.447
H -2.417 0.898 1.386
H -0.018 -4.674 -0.497
H 0.627 -0.336 4.197
H -1.115 -0.132 4.053
*
```

How is the electron density shared among the atoms? According to natural (NBO), the charges in e are: number 1, O, carries -0.528; number 2, N, carries -0.452; number 3, C, carries -0.386; number 4, C, carries -0.188; number 5, C, carries -0.422; number 6, C, carries -0.233; number 7, C, carries -0.249; number 8, C, carries -0.069; number 9, C, carries -0.065; number 10, C, carries -0.206; number 11, C, carries -0.400; number 12, C, carries -0.222; number 13, C, carries 0.063; number 14, C, carries -0.242; number 15, C, carries -0.221; number 16, C, carries -0.195; number 17, C, carries -0.256; number 18, C, carries -0.609; number 19, C, carries 0.376; number 20, C, carries -0.203; number 21, C, carries -0.607; number 22, C, carries -0.241; number 23, C, carries -0.310; number 24, H, carries 0.167; number 25, H, carries 0.211; number 26, H, carries 0.198; number 27, H, carries 0.163; number 28, H, carries 0.167; number 29, H, carries 0.199; number 30, H, carries 0.208; number 31, H, carries 0.203; number 32, H, carries 0.195; number 33, H, carries 0.197; number 34, H, carries 0.198; number 35, H, carries 0.182; number 36, H, carries 0.213; number 37, H, carries 0.218; number 38, H, carries 0.207; number 39, H, carries 0.218; number 40, H, carries 0.210; number 41, H, carries 0.209; number 42, H, carries 0.206; number 43, H, carries 0.214; number 44, H, carries 0.216; number 45, H, carries 0.191; number 46, H, carries 0.224; number 47, H, carries 0.215; number 48, H, carries 0.199; number 49, H, carries 0.220; number 50, H, carries 0.210; number 51, H, carries 0.204; number 52, H, carries 0.202